1) The following is a DFT calculation (the ωB97M-V functional and the def2-TZVPD basis) of C2H5N3O3 in the gas phase.

Values from the calculation:
E_LUMO = -0.015 Eh
structure (SMILES) = O=CN=C(NO)NO
HOMO-LUMO gap = 9.34 eV

The geometry in ORCA input format:
```
! RIJCOSX wB97M-V def2-TZVPD def2/J DEFGRID3
* xyz 0 1
O -2.413 0.731 -0.009
C -2.153 -0.611 -0.085
N -1.044 -1.119 -0.190
C -0.045 -0.179 -0.055
N 0.097 0.966 -0.489
O 1.226 1.706 -0.034
N 1.196 -0.659 0.623
O 2.179 -0.864 -0.568
H -2.981 -1.414 -0.485
H -0.876 1.384 -0.285
H 0.650 2.270 0.797
H 1.026 -1.680 0.835
H 3.137 -0.530 -0.055
*
```


2) The following is a DFT calculation (the ωB97M-V functional and the def2-TZVPD basis) of a 2-piece molecular cluster, C2H5N3O3 overall.

Values from the calculation:
E_LUMO = 0.024 Eh
structure (SMILES) = N#[N+][O-].COC(N)=O
HOMO-LUMO gap = 10.74 eV

The geometry in ORCA input format:
```
! RIJCOSX wB97M-V def2-TZVPD def2/J DEFGRID3
* xyz 0 1
N -2.151 -0.570 0.130
N -2.522 0.366 0.567
O -3.130 1.219 1.034
C 1.030 1.361 -0.684
O 0.260 0.416 0.020
C 0.952 -0.705 0.019
N 0.216 -1.765 0.431
O 2.133 -0.766 -0.282
H 1.235 1.010 -1.666
H 1.910 1.584 -0.148
H 0.257 2.156 -0.726
H 0.668 -2.616 0.761
H -0.859 -1.690 0.545
*
```


3) The following is a DFT calculation (the ωB97M-V functional and the def2-TZVPD basis) of a 2-piece molecular cluster, C2H5N3O3 overall.

Values from the calculation:
E_LUMO (spin up / spin down) = -0.051 / -0.056 Eh
HOMO-LUMO gap (spin up / spin down) = 8.17 / 7.98 eV

The geometry in ORCA input format:
```
! RIJCOSX wB97M-V def2-TZVPD def2/J DEFGRID3
* xyz 0 1
C -1.739 1.087 0.314
C 0.477 -1.421 -0.828
N -0.759 0.464 -0.459
N -0.359 -0.719 -0.028
N 2.255 0.373 -0.020
O -0.635 -1.246 1.042
O 1.676 1.279 0.483
O 3.339 -0.052 0.042
H -2.231 0.364 0.902
H -2.306 1.801 -0.329
H -1.315 1.695 1.106
H 0.715 -1.281 -1.808
H 0.885 -2.344 -0.417
*
```


Quick one: least stable of them? 3)


1) The following is a DFT calculation (the ωB97M-V functional and the def2-TZVPD basis) of C2H5N3O3 in the gas phase.

Values from the calculation:
E_LUMO = 0.006 Eh
structure (SMILES) = O/N=C\NO/C=N\O
HOMO-LUMO gap = 9.69 eV

The geometry in ORCA input format:
```
! RIJCOSX wB97M-V def2-TZVPD def2/J DEFGRID3
* xyz 0 1
O 0.977 -1.075 0.800
N 1.942 -0.936 -0.340
C 1.945 0.283 -0.805
N 0.964 1.092 -0.388
O -0.367 0.563 -0.817
C -1.224 0.989 0.200
N -2.076 0.265 0.846
O -2.222 -1.017 0.401
H 1.348 -1.970 1.309
H 2.843 0.697 -1.345
H 0.816 2.247 -0.886
H -0.872 1.996 0.741
H -1.378 -1.309 -0.091
*
```


2) The following is a DFT calculation (the ωB97M-V functional and the def2-TZVPD basis) of C2H5N3O3 in the gas phase.

Values from the calculation:
E_LUMO = 0.011 Eh
structure (SMILES) = O/N=C/N(O)/C=N/O
HOMO-LUMO gap = 8.50 eV

The geometry in ORCA input format:
```
! RIJCOSX wB97M-V def2-TZVPD def2/J DEFGRID3
* xyz 0 1
O -0.753 -2.440 2.370
N 0.338 -1.621 1.742
C -0.594 -0.916 0.800
N -0.058 -0.270 -0.183
O 1.224 -0.902 -0.443
C -0.155 1.086 -0.604
N 0.591 1.508 -1.504
O 0.106 2.835 -1.881
H -0.111 -3.075 2.780
H -1.791 -0.849 1.032
H 1.437 -0.517 -1.423
H -1.115 1.794 -0.345
H 0.879 3.367 -2.340
*
```


Quick one: least stable of them? 2)


1) The following is a DFT calculation (the ωB97M-V functional and the def2-TZVPD basis) of a 2-piece molecular cluster, C8H8N4O4 overall.

Values from the calculation:
E_LUMO = 0.006 Eh
structure (SMILES) = O=c1cc[nH]c(=O)[nH]1.O=c1cc[nH]c(=O)[nH]1
HOMO-LUMO gap = 9.48 eV

The geometry in ORCA input format:
```
! RIJCOSX wB97M-V def2-TZVPD def2/J DEFGRID3
* xyz 0 1
O -0.696 -2.648 1.276
C -0.274 -2.488 0.157
C -0.059 -3.555 -0.847
C 0.545 -3.287 -2.005
N 0.967 -2.007 -2.324
C 0.787 -0.939 -1.496
O 1.198 0.170 -1.790
N 0.140 -1.238 -0.308
H -0.449 -4.514 -0.615
H 0.771 -4.016 -2.784
H 1.473 -1.832 -3.203
H 0.018 -0.444 0.330
O 1.734 0.676 0.270
C 0.864 1.470 0.516
C 0.491 2.566 -0.418
C -0.633 3.301 -0.106
N -1.308 3.097 1.135
C -1.325 1.961 1.797
O -2.194 1.625 2.609
N -0.120 1.241 1.608
H 1.018 2.575 -1.436
H -0.752 4.104 -0.608
H -2.436 3.267 0.941
H -0.117 0.434 2.098
*
```


2) The following is a DFT calculation (the ωB97M-V functional and the def2-TZVPD basis) of a 2-piece molecular cluster, C8H8N4O4 overall.

Values from the calculation:
E_LUMO = -0.012 Eh
structure (SMILES) = O=c1cc[nH]c(=O)[nH]1.O=c1cc[nH]c(=O)[nH]1
HOMO-LUMO gap = 9.38 eV

The geometry in ORCA input format:
```
! RIJCOSX wB97M-V def2-TZVPD def2/J DEFGRID3
* xyz 0 1
O 1.123 -1.704 1.653
C 1.720 -0.828 1.010
C 1.340 0.642 0.933
C 1.952 1.473 0.009
N 3.145 1.123 -0.437
C 3.563 -0.219 -0.494
O 4.364 -0.708 -1.267
N 2.869 -1.083 0.277
H 0.326 0.862 1.318
H 1.458 2.454 -0.380
H 3.663 1.678 -1.052
H 3.178 -2.013 0.288
O -3.913 1.940 0.259
C -3.118 1.064 0.006
C -1.691 1.158 -0.140
C -1.060 -0.044 -0.041
N -1.566 -1.290 -0.292
C -2.973 -1.450 -0.389
O -3.634 -2.492 -0.617
N -3.642 -0.246 -0.248
H -1.514 2.222 0.137
H -0.012 -0.221 0.332
H -0.951 -2.112 -0.733
H -4.627 -0.207 -0.132
*
```


Quick one: least stable of them? 2)


1) The following is a DFT calculation (the ωB97M-V functional and the def2-TZVPD basis) of C23H29N5O2S in the gas phase.

Values from the calculation:
E_LUMO = 0.009 Eh
structure (SMILES) = CCCCN(C)C(=O)c1nc2ccccn2c1CN1CCN(C(=O)c2cccs2)CC1
HOMO-LUMO gap = 8.20 eV

The geometry in ORCA input format:
```
! RIJCOSX wB97M-V def2-TZVPD def2/J DEFGRID3
* xyz 0 1
C 0.656 3.493 1.224
C 0.335 3.528 -0.265
C -1.040 4.126 -0.562
C -2.204 3.290 -0.021
N -2.225 1.928 -0.523
C -2.446 1.804 -1.942
C -2.064 0.921 0.361
O -1.863 1.156 1.553
C -2.137 -0.495 -0.081
N -2.592 -0.923 -1.286
C -2.584 -2.238 -1.248
C -2.958 -3.165 -2.232
C -2.871 -4.497 -1.951
C -2.418 -4.925 -0.683
C -2.052 -4.020 0.262
N -2.119 -2.693 -0.013
C -1.824 -1.585 0.731
C -1.274 -1.659 2.123
N 0.167 -1.642 2.287
C 0.938 -2.736 1.741
C 1.344 -2.537 0.273
N 2.024 -1.268 0.120
C 3.334 -1.248 -0.218
O 3.981 -2.266 -0.400
C 3.942 0.091 -0.411
C 3.543 1.105 -1.235
C 4.443 2.191 -1.244
C 5.512 1.983 -0.432
S 5.453 0.453 0.345
C 1.250 -0.146 0.599
C 0.834 -0.380 2.063
H 1.675 3.148 1.384
H -0.018 2.820 1.746
H 0.561 4.487 1.656
H 0.383 2.515 -0.669
H 1.091 4.125 -0.782
H -1.108 5.117 -0.108
H -1.152 4.251 -1.641
H -3.148 3.775 -0.300
H -2.150 3.232 1.066
H -2.697 0.778 -2.192
H -1.552 2.101 -2.496
H -3.269 2.461 -2.234
H -3.307 -2.791 -3.180
H -3.150 -5.234 -2.688
H -2.363 -5.977 -0.459
H -1.712 -4.309 1.244
H -1.643 -2.570 2.606
H -1.660 -0.797 2.672
H 0.387 -3.671 1.855
H 1.856 -2.810 2.336
H 2.032 -3.324 -0.043
H 0.467 -2.542 -0.383
H 2.645 1.068 -1.827
H 4.298 3.081 -1.829
H 6.338 2.639 -0.241
H 1.837 0.768 0.539
H 0.359 -0.040 -0.029
H 0.176 0.427 2.381
H 1.738 -0.373 2.683
*
```


2) The following is a DFT calculation (the ωB97M-V functional and the def2-TZVPD basis) of C23H29N5O2S as an isolated structure.

Values from the calculation:
E_LUMO = 0.008 Eh
HOMO-LUMO gap = 8.14 eV

The geometry in ORCA input format:
```
! RIJCOSX wB97M-V def2-TZVPD def2/J DEFGRID3
* xyz 0 1
C -1.256 5.291 -1.858
C -1.183 3.814 -1.596
C -0.521 3.090 -0.559
C -0.539 1.770 -0.833
C -1.287 1.458 -2.126
N -1.067 0.202 -2.623
C -0.308 -0.612 -1.922
N -0.033 -0.618 -0.676
C -0.080 0.598 -0.165
N 0.388 0.855 1.225
C -0.396 1.233 2.131
H 0.061 1.728 2.854
C -1.615 0.497 2.703
N -0.638 -0.772 3.381
C -0.656 -1.007 4.623
O 0.437 -1.699 4.996
C -1.428 -0.178 5.678
C -1.173 -0.362 6.991
C -2.373 0.133 7.722
C -2.960 0.684 6.580
O -2.628 0.308 5.338
H -3.805 1.199 6.482
H -2.421 0.292 8.683
H -0.237 -0.924 7.492
C 0.029 -1.585 2.373
C 1.122 -0.316 1.872
H 1.720 0.281 2.554
H 1.773 -0.918 1.077
H -0.288 -1.727 1.523
H 0.804 -2.049 2.954
H -2.064 -0.176 1.940
H -2.230 0.810 3.396
H -1.054 2.165 1.700
C -0.351 -2.055 -2.449
N 0.608 -2.108 -3.572
C 0.702 -3.611 -4.140
C 1.272 -3.401 -5.508
C 3.119 -2.860 -5.126
C 2.874 -1.674 -4.384
C 2.122 -1.904 -3.211
H 2.029 -0.727 -2.493
H 2.685 -2.569 -2.550
H 2.458 -0.800 -5.090
H 3.841 -1.213 -4.144
H 3.423 -2.899 -6.196
H 3.275 -3.647 -4.446
H 0.969 -2.455 -6.079
H 1.372 -4.131 -5.921
H -0.494 -3.812 -4.445
H 1.118 -4.308 -3.692
H -1.308 -2.549 -2.737
H -0.001 -2.890 -1.566
S -1.882 2.615 -2.772
C 0.301 4.049 0.397
H 0.856 4.868 -0.011
H -0.215 4.351 1.160
H 0.883 3.315 0.793
H -0.293 5.740 -2.191
H -1.945 5.374 -2.707
H -1.508 5.834 -0.829
*
```


Quick one: least stable of them? 2)


1) The following is a DFT calculation (the ωB97M-V functional and the def2-TZVPD basis) of a 2-piece molecular cluster, C6H13NO3 overall.

Values from the calculation:
E_LUMO = 0.019 Eh
structure (SMILES) = C[C@@H](NC=O)C1COC1.O
HOMO-LUMO gap = 10.10 eV

The geometry in ORCA input format:
```
! RIJCOSX wB97M-V def2-TZVPD def2/J DEFGRID3
* xyz 0 1
C -0.131 -1.357 1.812
C 0.307 -0.545 0.599
N -0.002 -1.266 -0.633
C 0.948 -1.446 -1.704
O 2.068 -0.965 -1.715
C -0.321 0.846 0.595
C 0.217 1.826 1.652
O 0.773 2.685 0.644
C 0.251 1.860 -0.411
H 0.374 -2.333 1.830
H 0.117 -0.826 2.741
H -1.219 -1.525 1.795
H 1.400 -0.427 0.614
H -0.729 -1.972 -0.597
H 0.653 -2.295 -2.351
H -1.417 0.762 0.574
H -0.549 2.340 2.251
H 0.995 1.427 2.321
H 1.047 1.478 -1.068
H -0.499 2.391 -1.016
O -1.315 0.135 -2.807
H -1.219 -0.223 -1.833
H -1.751 -0.571 -3.293
*
```


2) The following is a DFT calculation (the ωB97M-V functional and the def2-TZVPD basis) of a 2-piece molecular cluster, C6H13NO3 overall.

Values from the calculation:
E_LUMO = 0.023 Eh
structure (SMILES) = C[C@H]1C[C@@H](CC(N)=O)O1.O
HOMO-LUMO gap = 10.40 eV

The geometry in ORCA input format:
```
! RIJCOSX wB97M-V def2-TZVPD def2/J DEFGRID3
* xyz 0 1
C -3.071 -1.237 0.265
C -2.534 0.139 -0.044
C -1.356 0.673 0.786
C -0.657 0.835 -0.572
C 0.672 0.127 -0.791
C 1.755 0.701 0.097
N 2.338 -0.228 1.111
O 1.921 1.908 0.211
O -1.737 0.176 -1.252
H -2.255 -1.972 0.299
H -3.574 -1.223 1.243
H -3.802 -1.547 -0.494
H -3.360 0.864 -0.125
H -1.532 1.591 1.355
H -0.897 -0.086 1.434
H -0.578 1.883 -0.900
H 0.549 -0.951 -0.621
H 0.986 0.271 -1.835
H 1.960 -1.162 1.204
H 2.744 0.187 1.941
O 4.326 0.032 -1.216
H 4.025 -0.635 -1.840
H 4.076 -0.346 -0.256
*
```


3) The following is a DFT calculation (the ωB97M-V functional and the def2-TZVPD basis) of a 2-piece molecular cluster, C6H13NO3 overall.

Values from the calculation:
E_LUMO = 0.018 Eh
structure (SMILES) = CC(C)C(=O)O.N/C=C/O
HOMO-LUMO gap = 8.24 eV

The geometry in ORCA input format:
```
! RIJCOSX wB97M-V def2-TZVPD def2/J DEFGRID3
* xyz 0 1
C 1.792 -0.213 -0.954
C 0.526 0.619 -1.087
C 0.636 1.972 -0.397
C -0.952 -0.232 -0.814
O -1.000 -1.391 -1.251
O -1.967 0.644 -1.127
H 2.586 0.184 -1.595
H 2.197 -0.186 0.064
H 1.620 -1.252 -1.254
H 0.364 0.795 -2.155
H 0.822 1.871 0.677
H -0.272 2.567 -0.524
H 1.462 2.557 -0.819
H -2.566 0.122 -1.690
N 0.385 -2.149 1.185
C -0.016 -0.952 1.638
C -1.255 -0.394 1.294
O -1.584 0.796 1.920
H -0.186 -2.517 0.416
H 0.983 -2.698 1.793
H 0.722 -0.361 2.172
H -2.117 -1.054 1.190
H -2.180 1.272 1.319
*
```


Quick one: least stable of them? 3)


1) The following is a DFT calculation (the ωB97M-V functional and the def2-TZVPD basis) of a 2-piece molecular cluster, C4H11NOS overall.

Values from the calculation:
E_LUMO = 0.030 Eh
HOMO-LUMO gap = 9.41 eV

The geometry in ORCA input format:
```
! RIJCOSX wB97M-V def2-TZVPD def2/J DEFGRID3
* xyz 0 1
C 0.343 1.904 0.234
C -2.644 -1.357 -0.341
C -1.037 -1.811 -1.881
C 1.443 -0.525 1.229
N -1.423 -1.470 -0.597
O 0.345 1.208 2.803
S 1.246 1.199 1.695
H -0.398 1.212 -0.157
H 1.031 2.179 -0.643
H -2.957 -0.841 0.568
H 0.012 2.940 0.391
H -3.424 -1.740 -1.066
H -1.773 -2.606 -2.216
H -1.128 -0.864 -2.451
H 0.039 -2.109 -1.769
H 0.540 -1.150 1.071
H 2.137 -0.687 0.423
H 1.915 -1.169 1.984
*
```


2) The following is a DFT calculation (the ωB97M-V functional and the def2-TZVPD basis) of C4H11NOS in the gas phase.

Values from the calculation:
E_LUMO = 0.033 Eh
structure (SMILES) = CN[C@H](CO)CS
HOMO-LUMO gap = 9.37 eV

The geometry in ORCA input format:
```
! RIJCOSX wB97M-V def2-TZVPD def2/J DEFGRID3
* xyz 0 1
C 1.692 1.309 -0.431
N 1.314 0.030 0.123
C -0.057 -0.283 0.486
C -0.595 -1.363 -0.459
O 0.250 -2.484 -0.309
C -0.933 0.980 0.525
S -2.615 0.781 1.150
H 2.781 1.344 -0.436
H 1.325 1.413 -1.446
H 1.383 2.188 0.145
H 1.965 -0.336 0.793
H -0.107 -0.715 1.489
H -1.621 -1.643 -0.242
H -0.544 -0.952 -1.475
H 0.071 -3.126 -0.998
H -0.955 1.437 -0.462
H -0.412 1.675 1.173
H -2.941 -0.253 0.373
*
```


Quick one: least stable of them? 1)